ORCA calculation (ωB97M-V/def2-TZVPD) on C9H21N4O3Pt as an isolated structure at a distorted geometry.

Geometry as XYZ:
```
38
Properties=species:S:1:pos:R:3:forces:R:3:lowdin_spin:R:1
C -0.9363 0.3131 -3.5264 -1.3 1.0 -0.6 0.16
Pt 0.9203 -0.4325 -2.5317 0.1 -2.0 1.3 1.43
N 2.7345 -0.2541 -1.4241 1.7 0.7 0.8 0.18
N 1.8446 -0.2818 -4.3527 0.8 0.1 -2.0 0.05
H 3.0196 -1.1306 -0.9792 -0.1 0.1 -0.1 0.01
H -0.0981 0.9787 -3.1103 -0.5 0.5 -0.1 0.03
H -1.8164 0.5990 -2.9552 -0.1 0.0 -0.1 0.01
H -0.8278 -0.7860 -3.4882 -0.3 -0.1 0.0 0.03
H -1.0122 0.5886 -4.5779 -0.2 0.2 0.1 0.01
H 2.4155 -1.0972 -4.5730 0.1 0.2 -0.1 0.01
H 2.4322 0.5495 -4.4244 0.0 -0.2 -0.1 0.00
H 1.1603 -0.2044 -5.1076 0.2 -0.1 0.0 0.00
H 3.5349 0.0867 -1.9568 0.0 -0.1 0.2 0.01
H 2.5497 0.4300 -0.6773 -0.1 -0.1 -0.1 0.01
C -2.4762 0.7035 3.1678 -0.2 -0.1 0.2 0.01
C -1.8892 0.6966 1.7632 -0.1 -0.2 -0.1 0.03
C -0.5491 -0.0603 1.6320 0.7 -0.4 -0.3 0.04
C 0.4872 0.4078 2.7032 -0.2 -0.7 0.1 0.02
C 0.6417 1.9107 2.8249 0.1 0.3 -0.1 0.00
C -0.7971 -1.5759 1.8499 -0.4 0.1 1.4 0.01
O -1.0543 -2.0620 2.9445 0.4 0.6 -1.4 0.02
N -0.7905 -2.4106 0.7377 0.2 0.1 -0.9 0.02
C -0.3927 -2.0991 -0.5629 -0.4 0.7 1.7 0.14
O -0.3645 -2.9303 -1.4610 0.2 0.0 -0.8 0.22
N 0.0146 -0.7758 -0.7415 -0.2 -1.9 -0.4 0.54
C 0.0658 0.1719 0.2401 -2.8 -3.0 3.1 0.42
O 0.6986 1.2178 -0.0227 2.4 3.5 -1.7 0.60
H -2.5090 -0.3101 3.5822 -0.1 0.3 -0.1 0.00
H -3.4962 1.1021 3.1414 0.2 0.0 0.1 0.00
H -1.8874 1.3288 3.8476 -0.2 -0.2 -0.1 0.00
H -2.5852 0.2265 1.0561 -0.1 0.1 0.1 0.00
H -1.7295 1.7243 1.4184 0.0 -0.1 0.0 0.00
H 0.2074 -0.0242 3.6749 0.0 0.1 -0.3 0.00
H 1.4435 -0.0640 2.4231 -0.1 0.2 0.1 0.00
H -0.1634 2.3518 3.4225 0.2 0.0 -0.2 0.00
H 1.5895 2.1307 3.3259 -0.2 0.1 0.0 0.00
H 0.6568 2.3645 1.8274 0.0 0.1 0.5 0.00
H -1.0415 -3.3835 0.8900 0.1 0.2 0.1 0.00
```
Forces are in eV/Å.

## Properties
- Strongest force on any atom: 0.10053 hartree/bohr
- Charge: +1
- HOMO-LUMO gap (spin up / spin down): 4.28 / 5.24 eV
- <S²>: 6.015
- 2S+1: 5
- Total energy: -25011.278 eV
- HOMO energy (spin up / spin down): -8.06 / -12.29 eV


ORCA calculation (ωB97M-V/def2-TZVPD) on a 2-piece molecular cluster, C6H16 overall at a distorted geometry.

Geometry as XYZ:
```
22
Properties=species:S:1:pos:R:3:forces:R:3:mulliken_charge:R:1
C -5.1502 -3.4120 -0.3214 -0.6 -0.3 -0.6 -0.97
C -4.0728 -3.9983 0.5525 0.5 -0.1 1.0 -0.16
C -2.9683 -4.7248 -0.2179 0.2 0.4 -0.1 -1.10
H -5.3374 -4.1474 -1.1219 -0.3 0.4 0.1 0.27
H -4.8453 -2.4583 -0.7841 -0.1 -0.4 0.1 0.23
H -6.0893 -3.2494 0.2336 0.4 0.0 -0.3 0.30
H -3.6486 -3.1632 1.1425 0.0 -0.6 0.0 0.26
H -4.4864 -4.7377 1.2649 0.0 0.5 -0.2 0.25
H -2.5926 -4.0554 -1.0100 0.1 -0.4 0.2 0.29
H -3.3317 -5.6549 -0.6864 0.1 0.4 0.2 0.31
H -2.1327 -4.9743 0.4575 -0.3 0.0 -0.3 0.32
C -4.7972 2.1453 -4.4335 0.9 -0.3 0.1 -1.00
C -4.0117 2.1156 -3.0966 0.9 0.7 -0.3 -0.20
C -4.8538 1.7532 -1.9266 -1.4 -0.6 0.3 -1.05
H -5.7569 2.6885 -4.4533 0.5 -0.1 0.4 0.31
H -4.9821 1.0942 -4.7121 -0.1 0.4 -0.1 0.29
H -4.1233 2.5944 -5.1824 -0.5 -0.2 0.0 0.28
H -3.2151 1.3510 -3.1749 -0.1 0.5 -0.2 0.23
H -3.5265 3.0858 -2.8759 -0.1 -0.3 -0.4 0.30
H -4.3810 1.7158 -0.9307 0.1 0.1 -0.6 0.31
H -5.2414 0.7496 -2.1698 -0.3 0.2 0.5 0.23
H -5.7016 2.4577 -1.8873 0.1 -0.4 0.3 0.30
```
Forces are in eV/Å.

## Properties
- Strongest force on any atom: 0.02993 hartree/bohr
- HOMO-LUMO gap: 12.33 eV
- SMILES: CCC.CCC
- 2S+1: 1
- Total energy: -6481.250 eV
- HOMO energy: -11.34 eV